i.
The following is a DFT calculation (ωB97M-V with the def2-TZVPD basis set) of a cluster of 2 separate species, C2H6N2O2S in total.

```
13
Properties=species:S:1:pos:R:3
C -0.863 -1.553 0.890
C -1.195 -1.519 2.275
N -0.969 -1.946 -0.263
N 2.069 2.155 -1.327
O -0.313 2.891 -1.706
O -0.125 -0.770 1.669
S 0.465 1.594 -1.825
H -1.995 -0.915 2.644
H -0.876 -2.313 2.935
H 0.784 1.553 -3.136
H -1.535 -2.813 -0.340
H 2.685 1.336 -1.435
H 1.867 2.301 -0.381
```

LUMO energy in eV: 0.679
Frontier orbital gap in eV: 9.915
Total charge: 0

---

ii.
The following is a DFT calculation (ωB97M-V with the def2-TZVPD basis set) of a structure of composition C2H6N2O2S.

```
13
Properties=species:S:1:pos:R:3
C -1.296 -2.186 0.674
C -0.096 0.191 -0.078
H -1.979 -1.458 1.225
H -1.682 -3.151 0.399
H -0.421 -2.275 1.320
H -0.255 1.194 -1.905
H 1.698 1.714 -0.087
H 1.717 1.230 2.263
N 0.128 1.250 -0.921
N 0.373 0.121 1.177
O 1.577 1.466 -1.064
O 0.741 1.437 1.501
S -0.799 -1.131 -0.755
```

LUMO energy in eV: 0.329
Frontier orbital gap in eV: 8.802
Total charge: 0

---

Result of the stability comparison: ii is the least stable of them.

---

i.
The following is a DFT calculation (ωB97M-V with the def2-TZVPD basis set) of a cluster of 2 separate species, C2H6N2O2S in total.

```
13
Properties=species:S:1:pos:R:3
C -2.616 -0.390 -0.357
C 2.784 0.968 1.276
N 2.996 -0.345 -0.714
N 2.842 0.160 0.401
O -0.829 0.939 1.051
O -0.065 -1.025 -0.252
S -0.967 0.102 -0.107
H -3.076 -0.479 0.596
H -3.000 0.305 -0.944
H -2.554 -1.365 -0.800
H 3.207 1.015 2.165
H -0.888 0.860 -1.296
H 2.165 -0.746 -1.021
```

LUMO energy in eV: 0.388
Frontier orbital gap in eV: 8.893
Total charge: 0

---

ii.
The following is a DFT calculation (ωB97M-V with the def2-TZVPD basis set) of a cluster of 2 separate species, C2H6N2O2S in total.

```
13
Properties=species:S:1:pos:R:3
C 1.301 0.653 0.807
C 2.400 0.459 -0.048
N 1.277 1.506 -0.108
N -3.218 0.119 0.691
O -1.866 0.962 -1.321
O -1.706 -1.384 -0.405
S -1.663 -0.006 -0.033
H 0.908 0.221 1.702
H -0.973 1.583 -1.547
H 3.338 0.840 0.316
H 2.356 -0.317 -0.821
H -3.920 0.321 -0.040
H -3.461 0.820 1.474
```

LUMO energy in eV: 0.571
Frontier orbital gap in eV: 10.182
Total charge: 0

---

iii.
The following is a DFT calculation (ωB97M-V with the def2-TZVPD basis set) of a cluster of 2 separate species, C2H6N2O2S in total.

```
13
Properties=species:S:1:pos:R:3
C -0.701 -0.800 1.541
C -1.624 -0.180 0.922
N 0.539 -1.089 -1.888
N 1.361 -0.138 -1.685
O 0.397 2.356 -0.985
O 1.824 1.221 0.757
S 0.657 1.213 -0.117
H 0.119 -1.404 1.361
H -0.719 -0.635 2.574
H -1.516 -0.152 -0.224
H -0.247 -0.787 -1.262
H -2.263 0.538 1.238
H 2.171 -0.144 -2.232
```

LUMO energy in eV: -0.887
Frontier orbital gap in eV: 8.771
Total charge: 0

---

iv.
The following is a DFT calculation (ωB97M-V with the def2-TZVPD basis set) of a cluster of 2 separate species, C2H6N2O2S in total.

```
13
Properties=species:S:1:pos:R:3
C -0.835 -1.817 -0.585
C -0.161 1.700 -0.024
N -1.894 -1.201 -0.676
N 0.028 -2.523 -0.170
O 1.599 -0.173 -0.558
O 1.390 0.456 1.797
S 1.589 1.078 0.249
H 0.860 -0.259 1.466
H -0.888 0.893 -0.058
H -0.176 2.361 0.794
H -0.146 2.278 -1.057
H -2.318 -0.520 -1.269
H 0.952 -2.274 0.090
```

LUMO energy in eV: 0.681
Frontier orbital gap in eV: 10.558
Total charge: 0

---

Result of the stability comparison: i is the least stable of them.

---

i.
The following is a DFT calculation (ωB97M-V with the def2-TZVPD basis set) of a cluster of 13 separate species, C4H32NO14 in total.

```
51
Properties=species:S:1:pos:R:3
C 1.596 -0.632 1.303
N 0.479 0.032 1.503
C -0.795 -0.388 -0.533
C -0.223 0.675 0.365
C -1.293 1.618 0.943
O -2.544 0.975 1.043
O 2.235 -0.723 0.218
H 2.048 -1.186 2.202
H -2.413 0.096 1.615
H -1.755 -0.807 -0.177
H -0.170 -1.352 -0.650
H -0.977 -0.012 -1.584
H 0.579 1.309 -0.216
H -1.491 2.476 0.276
H -1.069 1.997 1.954
H 0.834 1.168 3.227
H 1.853 2.281 2.904
O 1.337 1.919 3.615
H 1.691 3.718 -0.224
H 0.906 3.113 0.958
O 1.733 3.480 0.750
H -1.667 -1.805 1.486
H -1.037 -0.801 2.491
O -1.891 -1.294 2.289
H 0.486 0.805 -2.580
H 0.022 1.616 -3.817
O -0.063 1.591 -2.862
H -1.172 -3.248 2.869
H -0.849 -3.933 1.487
O -0.795 -4.051 2.484
H -1.902 -3.061 -0.631
H -0.334 -3.258 -0.593
O -1.157 -3.421 -0.115
H -3.178 -0.935 -1.784
H -2.203 -1.814 -2.521
O -2.945 -1.901 -2.010
H -2.553 1.196 -1.937
H -3.075 0.807 -0.587
O -3.313 0.712 -1.532
H 1.190 -2.088 -1.786
H 1.700 -2.807 -0.586
O 1.183 -2.966 -1.348
H 2.867 0.759 -0.313
H 3.029 2.208 0.280
O 3.223 1.637 -0.559
H 2.346 2.703 -1.631
H 1.017 2.842 -2.296
O 1.725 3.360 -1.926
H 2.380 -0.312 -2.560
H 1.719 -0.486 -1.138
O 1.537 -0.448 -2.189
```

LUMO energy in eV: 2.440
Frontier orbital gap in eV: 9.047
Total charge: -1

---

ii.
The following is a DFT calculation (ωB97M-V with the def2-TZVPD basis set) of a cluster of 13 separate species, C4H32NO14 in total.

```
51
Properties=species:S:1:pos:R:3
O 3.026 1.223 1.705
C 2.008 1.879 1.753
C 0.646 1.249 1.462
C 0.849 0.030 0.585
N -0.156 2.289 0.782
C -1.389 1.808 0.135
O -2.161 1.056 1.011
H 2.090 2.959 1.964
H 0.203 0.978 2.504
H 1.469 -0.697 1.093
H 1.290 0.228 -0.372
H -0.082 -0.456 0.388
H -0.426 3.034 1.518
H -1.943 2.689 -0.204
H -1.103 1.198 -0.716
H -4.510 0.504 -0.628
H -2.972 0.534 0.461
O -3.835 -0.122 -0.420
H 2.958 -0.497 -2.348
H 1.708 -0.442 -3.198
O 2.569 -0.013 -3.086
H -3.204 -0.216 -1.359
H -3.020 -0.731 -3.088
O -2.532 -0.182 -2.502
H 0.136 0.334 -2.343
H -1.120 -0.571 -2.518
O -0.077 -0.588 -2.467
H -2.040 1.562 2.751
H -1.703 0.668 3.903
O -1.794 1.581 3.669
H 2.986 -2.684 1.405
H 2.711 -2.231 2.865
O 2.549 -2.942 2.264
H -0.406 -3.757 1.548
H 0.936 -2.969 1.768
O 0.023 -2.916 1.385
H 2.563 -2.113 -0.553
H 3.336 -0.958 0.217
O 3.425 -1.892 -0.066
H -0.915 -1.684 2.158
H -1.725 -0.362 1.957
O -1.451 -1.004 2.652
H 0.594 -1.886 -1.616
H 0.560 -2.793 -0.284
O 1.064 -2.610 -1.096
H 1.652 1.460 -2.567
H 0.887 2.175 -1.330
O 0.877 1.974 -2.293
H -0.771 2.199 -2.865
H -2.053 1.387 -2.933
O -1.726 2.319 -3.051
```

LUMO energy in eV: 2.682
Frontier orbital gap in eV: 9.418
Total charge: -1

---

Result of the stability comparison: i is the least stable of them.

---

i.
The following is a DFT calculation (ωB97M-V with the def2-TZVPD basis set) of a cluster of 2 separate species, C6H16O in total.

```
23
Properties=species:S:1:pos:R:3
C -1.189 1.865 -0.494
C -0.842 0.763 0.553
C -0.413 -0.596 -0.019
C 1.023 -0.637 -0.637
C 2.179 -0.431 0.406
C 1.875 -0.971 1.800
H -1.021 1.517 -1.504
H -2.215 2.209 -0.338
H -0.517 2.720 -0.403
H -0.013 1.212 1.108
H -1.658 0.525 1.234
H -0.546 -1.306 0.790
H -0.984 -0.883 -0.901
H 1.149 0.124 -1.406
H 1.062 -1.663 -0.993
H 3.093 -0.862 -0.011
H 2.316 0.644 0.486
H 1.557 -2.020 1.752
H 1.106 -0.417 2.316
H 2.758 -1.034 2.443
H -3.038 -1.039 -2.089
H -2.727 0.409 -1.663
O -2.958 -0.128 -2.430
```

LUMO energy (spin up / spin down) in eV: 3.881 / 3.707
Frontier orbital gap (spin up / spin down) in eV: 2.565 / 10.767
Total charge: -1
2S+1: 2

---

ii.
The following is a DFT calculation (ωB97M-V with the def2-TZVPD basis set) of a cluster of 2 separate species, C6H16O in total.

```
23
Properties=species:S:1:pos:R:3
C 1.948 1.871 -0.486
C 0.940 0.707 -0.436
C 0.849 -0.122 0.802
C 0.447 0.585 2.073
C -0.045 -1.372 0.494
C -1.562 -1.079 0.439
H 1.986 2.398 -1.467
H 1.848 2.448 0.427
H 2.949 1.445 -0.549
H 1.114 0.086 -1.289
H -0.134 1.049 -0.653
H 1.929 -0.418 1.026
H -0.342 1.335 1.740
H 1.076 1.418 2.517
H -0.084 -0.055 2.801
H 0.405 -1.847 -0.388
H 0.090 -2.135 1.315
H -1.658 -0.265 -0.264
H -2.082 -2.006 0.308
H -1.890 -0.546 1.314
H -1.554 0.096 -2.549
H -1.727 -1.405 -2.737
O -2.188 -0.629 -2.369
```

LUMO energy (spin up / spin down) in eV: 3.668 / 3.509
Frontier orbital gap (spin up / spin down) in eV: 2.624 / 9.960
Total charge: -1
2S+1: 2

---

Result of the stability comparison: ii is the least stable of them.

---

i.
The following is a DFT calculation (ωB97M-V with the def2-TZVPD basis set) of an isolated molecule of C4H14N4.

```
22
Properties=species:S:1:pos:R:3
C -2.813 0.410 -0.470
C -1.726 0.108 0.550
N -0.402 -0.070 -0.272
N 0.433 -0.463 0.788
C 0.664 -1.882 0.940
N 1.675 0.237 -0.049
C 1.769 0.747 -1.409
N 1.985 1.237 0.883
H -3.750 0.625 0.043
H -2.536 1.261 -1.087
H -2.978 -0.444 -1.127
H -1.532 0.958 1.202
H -2.031 -0.750 1.164
H -0.531 -0.823 -0.953
H 0.376 -2.539 0.103
H 0.105 -2.222 1.812
H 1.721 -2.068 1.135
H 1.535 -0.052 -2.112
H 1.080 1.591 -1.560
H 2.787 1.084 -1.603
H 2.966 1.151 1.122
H 1.203 1.903 0.900
```

LUMO energy in eV: 1.045
Frontier orbital gap in eV: 8.822
Total charge: 0

---

ii.
The following is a DFT calculation (ωB97M-V with the def2-TZVPD basis set) of a structure of composition C4H14N4.

```
22
Properties=species:S:1:pos:R:3
C 0.424 0.032 -1.811
C 1.878 -0.165 -2.209
N 0.039 1.223 -1.179
H 0.074 1.030 -0.029
H 0.743 1.948 -1.280
H -0.275 -0.220 -2.614
H 0.151 -0.778 -0.753
H 2.048 -1.171 -2.607
H 2.515 -0.043 -1.340
H 2.196 0.558 -2.971
C -1.330 0.762 1.986
N -0.317 -1.097 0.628
C -0.102 0.110 1.381
N -1.599 -1.620 0.317
N 1.095 0.140 1.895
H 0.311 -1.843 0.913
H -2.032 -0.972 -0.339
H -2.168 -1.693 1.156
H 1.250 0.970 2.459
H -1.037 1.631 2.566
H -1.988 1.118 1.189
H -1.875 0.081 2.640
```

LUMO energy in eV: 0.622
Frontier orbital gap in eV: 8.282
Total charge: 0

---

Result of the stability comparison: i is the least stable of them.